[1]
Below is the molecule C3H8N2OS at a distorted geometry, with properties calculated with ωB97M-V/def2-TZVPD.

E_LUMO ... 0.76 eV
2S+1 ... 1
Frontier orbital gap ... 0.3547 Eh
ΔE to the lowest compared entry with this formula, charge and spin ... 6.597 eV
Molecular weight ... 120.2 g/mol
SMILES ... C[SH]1=NCOCN=1
Charge ... 0
Highest occupied orbital energy ... -0.3268 Eh

Element x y z (Å)
C (-0.2088, 0.9522, 2.1381)
S (-0.2228, -0.2627, 0.7650)
N (-1.5023, -0.0695, -0.0165)
C (-1.0189, -0.3214, -1.7671)
O (0.1939, 0.1854, -1.9852)
C (1.3467, -0.3885, -1.2346)
N (1.1949, -0.4041, 0.1931)
H (-0.2873, 2.0106, 1.6631)
H (-0.8793, 0.7877, 2.9286)
H (0.8795, 0.7954, 2.6286)
H (-0.1936, -1.2747, 1.7180)
H (-1.2681, -1.3768, -1.7583)
H (-1.7825, 0.3658, -2.1256)
H (2.1016, 0.3866, -1.5792)
H (1.6469, -1.3858, -1.5680)

Here are the Mulliken charges for atoms 1 to 5, given in e:
1. C -0.9197
2. S 0.5100
3. N -0.5413
4. C -0.2417
5. O -0.3318

[2]
Below is a structure of composition C39H38AsMnO2S5, with properties calculated with ωB97M-V/def2-TZVPD.

E_LUMO (alpha / beta) ... 2.04 / 2.04 eV
2S+1 ... 2
Frontier orbital gap (alpha / beta) ... 0.2118 / 0.1911 Eh
ΔE to the lowest compared entry with this formula, charge and spin ... 0.138 eV
Molecular weight ... 828.9 g/mol
Charge ... -1
Highest occupied orbital energy (alpha / beta) ... -0.1368 / -0.1161 Eh

Element x y z (Å)
Mn (-0.1361, -3.4824, 0.7190)
C (6.0507, 5.7356, -1.3120)
C (5.1220, 4.6724, -0.7954)
C (5.6146, 3.5096, -0.2210)
C (4.7521, 2.5404, 0.2801)
C (3.3879, 2.7347, 0.1836)
C (2.8699, 3.8970, -0.3751)
C (3.7380, 4.8536, -0.8617)
S (2.2634, 1.5025, 0.8404)
O (1.1523, 2.2619, 1.4698)
C (1.7371, 0.8764, -0.7693)
C (2.7584, 0.2084, -1.4872)
C (2.4803, -0.3842, -2.6761)
C (1.1628, -0.3654, -3.1992)
C (0.8526, -1.0270, -4.4099)
C (-0.4289, -1.0659, -4.8754)
C (-1.4611, -0.4437, -4.1430)
C (-1.1867, 0.2085, -2.9743)
C (0.1371, 0.2702, -2.4710)
C (0.4477, 0.9198, -1.2275)
C (-0.6840, 1.5723, -0.4982)
C (-1.1746, 2.8340, -0.9438)
C (-0.5586, 3.5479, -2.0053)
C (-1.0335, 4.7666, -2.3963)
C (-2.1531, 5.3354, -1.7483)
C (-2.7645, 4.6682, -0.7271)
C (-2.2928, 3.4024, -0.2984)
C (-2.9164, 2.6992, 0.7644)
C (-2.4315, 1.4967, 1.1833)
C (-1.3025, 0.9384, 0.5493)
S (-0.5156, -0.5873, 1.0833)
O (-1.2489, -1.6648, 0.3500)
C (-1.0636, -0.6347, 2.7741)
C (-0.5116, 0.2599, 3.6809)
C (-0.8092, 0.1117, 5.0231)
C (-1.6252, -0.9274, 5.4700)
C (-1.8499, -1.1406, 6.9411)
C (-2.1698, -1.7984, 4.5366)
C (-1.8944, -1.6600, 3.1832)
H (7.0635, 5.3518, -1.4295)
H (6.0921, 6.5828, -0.6240)
H (5.7145, 6.1150, -2.2778)
H (6.6857, 3.3585, -0.1548)
H (5.1409, 1.6405, 0.7419)
H (1.7960, 4.0393, -0.4101)
H (3.3414, 5.7606, -1.3045)
H (3.7555, 0.1574, -1.0684)
H (3.2520, -0.9154, -3.2190)
H (1.6514, -1.5283, -4.9427)
H (-0.6603, -1.5902, -5.7938)
H (-2.4810, -0.4948, -4.5024)
H (-1.9911, 0.6626, -2.4124)
H (0.2975, 3.1099, -2.5030)
H (-0.5537, 5.3004, -3.2068)
H (-2.5235, 6.3020, -2.0656)
H (-3.6226, 5.0979, -0.2235)
H (-3.7811, 3.1391, 1.2471)
H (-2.8934, 0.9673, 2.0060)
H (0.1533, 1.0436, 3.3365)
H (-0.3743, 0.7945, 5.7441)
H (-1.8747, -0.1938, 7.4820)
H (-1.0412, -1.7431, 7.3605)
H (-2.7853, -1.6692, 7.1256)
H (-2.7893, -2.6222, 4.8712)
H (-2.2778, -2.3652, 2.4549)
S (1.8976, -4.6963, 4.4941)
C (1.3431, -4.2988, 2.9891)
S (1.5027, -2.7285, 2.2542)
S (0.4502, -5.3644, 1.9271)
C (0.6868, -3.4149, -1.1910)
H (0.5799, -4.3415, -1.7720)
H (1.7679, -3.2293, -1.1237)
H (0.2440, -2.6113, -1.7971)
C (-3.2261, -3.6215, -1.6049)
As (-2.0414, -4.5952, -0.3965)
C (-1.6224, -6.1256, -1.5296)
C (-3.3911, -5.4748, 0.7265)
H (-3.9356, -4.2985, -2.0827)
H (-2.6202, -3.1183, -2.3593)
H (-3.7611, -2.8588, -1.0394)
H (-2.5346, -6.6257, -1.8587)
H (-1.0050, -6.8137, -0.9528)
H (-1.0502, -5.7915, -2.3934)
H (-2.9584, -6.3961, 1.1166)
H (-4.3025, -5.7031, 0.1699)
H (-3.6325, -4.8351, 1.5752)

Here are the Mulliken charges for atoms 1 to 5, given in e:
1. Mn 0.0092
2. C -1.3942
3. C 0.9752
4. C -0.8200
5. C -0.3283

[3]
Below is a structure of composition C32H23Cl2N5S3Sc, with properties calculated with ωB97M-V/def2-TZVPD.

E_LUMO ... -2.59 eV
2S+1 ... 1
Frontier orbital gap ... 0.2734 Eh
ΔE to the lowest compared entry with this formula, charge and spin ... 0.000 eV
Molecular weight ... 689.6 g/mol
Charge ... +1
Highest occupied orbital energy ... -0.3687 Eh

Element x y z (Å)
Sc (-0.0241, 0.0760, 0.1002)
S (1.0082, -2.7233, 3.6954)
C (2.5099, -2.1219, 3.1497)
C (2.3629, -1.2305, 2.1234)
C (1.0034, -0.9667, 1.7657)
C (0.1799, -1.7312, 2.5572)
C (-1.2696, -1.6683, 2.4326)
C (-2.1640, -2.2859, 3.3029)
C (-3.5191, -2.1065, 3.1109)
C (-3.9586, -1.3126, 2.0617)
C (-3.0132, -0.7447, 1.2298)
N (-1.6969, -0.9234, 1.3920)
H (3.4264, -2.4688, 3.6003)
H (3.2145, -0.7696, 1.6404)
H (-1.7948, -2.8835, 4.1245)
H (-4.2274, -2.5775, 3.7794)
H (-5.0086, -1.1331, 1.8842)
H (-3.3175, -0.1226, 0.4019)
Cl (-0.2938, 1.7546, 2.2494)
C (-0.8101, 3.3442, 1.7003)
C (-1.0800, 4.2853, 2.6736)
C (-1.4877, 5.5480, 2.2742)
C (-1.6105, 5.8309, 0.9233)
C (-1.3264, 4.8587, -0.0213)
Cl (-1.5046, 5.2824, -1.6947)
C (-0.9084, 3.5657, 0.3272)
S (-0.5615, 2.3641, -0.8913)
H (-0.9737, 4.0336, 3.7188)
H (-1.7099, 6.3066, 3.0108)
H (-1.9288, 6.8052, 0.5819)
N (1.7859, 0.2909, -2.5729)
C (1.7195, -1.0778, -2.3160)
C (2.1804, -2.0074, -3.2542)
C (2.1604, -3.3408, -2.9173)
C (1.7150, -3.7267, -1.6516)
C (1.2487, -2.7502, -0.8028)
N (1.1992, -1.4489, -1.1508)
C (2.3829, 1.1670, -1.6475)
C (3.1767, 2.2186, -2.1022)
C (3.7275, 3.0615, -1.1636)
C (3.5059, 2.8261, 0.1931)
C (2.6973, 1.7708, 0.5433)
N (2.1197, 0.9653, -0.3651)
H (2.0237, 0.5074, -3.5279)
H (2.5740, -1.6676, -4.2021)
H (2.5189, -4.0806, -3.6204)
H (1.7250, -4.7587, -1.3354)
H (0.8741, -2.9787, 0.1876)
H (3.3466, 2.3632, -3.1604)
H (4.3407, 3.8934, -1.4838)
H (3.9382, 3.4545, 0.9571)
H (2.4608, 1.5515, 1.5761)
S (-2.6818, -2.3107, -3.3978)
C (-1.5507, -1.8192, -2.2243)
N (-1.7281, -0.6720, -1.6353)
C (-2.9056, -0.0785, -2.1493)
C (-3.4928, 1.1285, -1.7472)
C (-4.6584, 1.5371, -2.3534)
C (-5.2669, 0.7738, -3.3597)
C (-4.7174, -0.4205, -3.7591)
C (-3.5393, -0.8387, -3.1379)
H (-0.7307, -2.4769, -1.9937)
H (-3.0217, 1.7387, -0.9942)
H (-5.1089, 2.4719, -2.0496)
H (-6.1799, 1.1248, -3.8202)
H (-5.1880, -1.0220, -4.5246)

Here are the Mulliken charges for atoms 1 to 5, given in e:
1. Sc -0.9278
2. S -0.2935
3. C -0.7775
4. C -0.5359
5. C 0.3814

[4]
Below is a structure of composition C4H3Cl3O at a distorted geometry, with properties calculated with ωB97M-V/def2-TZVPD.

E_LUMO ... 0.59 eV
2S+1 ... 1
Frontier orbital gap ... 0.3545 Eh
ΔE to the lowest compared entry with this formula, charge and spin ... 0.574 eV
Molecular weight ... 173.4 g/mol
Charge ... 0
Highest occupied orbital energy ... -0.3329 Eh

Element x y z (Å)
C (-1.4884, 0.4327, -2.1494)
C (-1.5230, 0.7416, -3.4572)
C (0.0057, -0.5343, -1.3310)
C (-0.0893, -0.5868, 0.1771)
O (0.7718, -0.9323, -2.0953)
Cl (-2.7577, 0.9867, -1.2003)
Cl (-2.8143, 1.7082, -4.1305)
Cl (-0.4391, 0.2163, -4.6202)
H (-0.7460, -1.2565, 0.5614)
H (-0.6142, 0.3778, 0.4120)
H (1.0462, -0.6080, 0.3214)

Here are the Mulliken charges for atoms 1 to 5, given in e:
1. C -0.0909
2. C 0.2950
3. C 0.7999
4. C -1.0158
5. O -0.3855

[5]
Below is the ion C4H7N2OS with charge +1 at a distorted geometry, with properties calculated with ωB97M-V/def2-TZVPD.

E_LUMO ... -6.29 eV
2S+1 ... 1
Frontier orbital gap ... 0.2455 Eh
ΔE to the lowest compared entry with this formula, charge and spin ... 4.825 eV
Molecular weight ... 131.2 g/mol
Charge ... +1
Highest occupied orbital energy ... -0.4765 Eh

Element x y z (Å)
C (-0.1485, 1.3447, 0.7732)
C (1.1461, -0.5020, -1.3401)
C (-0.3317, -0.0901, 0.4121)
C (-1.2814, -0.1778, -0.8622)
N (0.8375, -0.8642, -0.0182)
N (1.2773, 1.5321, 0.7896)
O (1.7924, 2.1951, 1.6689)
S (-0.4884, -0.3943, -2.2616)
H (-0.3058, 2.0310, -0.1239)
H (-0.6337, 1.8022, 1.6136)
H (1.5529, 0.4884, -1.4722)
H (1.7835, -1.1813, -1.9966)
H (-0.5625, -0.4422, 1.4749)
H (-2.3575, -0.0315, -0.8405)
H (0.8718, -1.8598, 0.2259)

Here are the Mulliken charges for atoms 1 to 5, given in e:
1. C -0.8598
2. C -0.4873
3. C 0.2160
4. C -0.1869
5. N -0.2928

[6]
Below is the molecule C2H2O2 at a distorted geometry, with properties calculated with ωB97M-V/def2-TZVPD.

E_LUMO ... -1.00 eV
2S+1 ... 1
Frontier orbital gap ... 0.3359 Eh
ΔE to the lowest compared entry with this formula, charge and spin ... 0.446 eV
Molecular weight ... 58.0 g/mol
SMILES ... O=CC=O
Charge ... 0
Highest occupied orbital energy ... -0.3728 Eh

Element x y z (Å)
O (-1.7905, -0.1510, -0.1740)
C (-0.6945, 0.3725, -0.0708)
C (0.6948, -0.3645, -0.0682)
O (1.7914, 0.1564, -0.1811)
H (-0.4539, 1.3585, 0.2673)
H (0.4527, -1.3718, 0.2268)

Here are the Mulliken charges for atoms 1 to 5, given in e:
1. O -0.4244
2. C 0.1292
3. C 0.1250
4. O -0.4267
5. H 0.2975